(1)
Density functional theory data (the ωB97M-V functional and the def2-TZVPD basis) for C9H11N3O2 in the gas phase.

Output
spin multiplicity = 3
gap between HOMO and LUMO (alpha / beta) = 0.222 / 0.280 Ha
E_HOMO (alpha / beta) = -5.393 / -9.512 eV
charge = 0

Geometry (Å):
C: -0.9441 1.3087 0.6200
C: -0.8488 -0.4758 -1.0403
C: -2.2556 1.0584 0.7028
C: -2.2947 -0.4305 -0.9536
C: -0.1680 0.6191 -0.3428
C: -0.4131 -1.8448 -0.5013
C: 0.5244 -1.6448 1.4612
C: 1.9497 1.9609 0.2237
C: 1.1072 0.9625 -0.5872
N: -2.9849 0.3373 -0.2015
N: 1.0269 -1.9899 -0.6797
N: 1.5930 -1.7262 0.3894
O: -0.7000 -1.9226 0.8499
O: 1.6187 0.3391 -1.6918
H: -0.5637 1.9267 1.4527
H: -0.5438 -0.5314 -2.0789
H: -2.8881 1.7360 1.2974
H: -2.7103 -1.0996 -1.6609
H: -0.9442 -2.6978 -1.1090
H: 0.7187 -2.3391 2.3401
H: 0.4685 -0.5675 1.9752
H: 3.0244 1.8228 0.1133
H: 2.0580 3.0024 -0.1607
H: 1.6458 1.8982 1.1940
H: 2.5242 0.2981 -1.6119


(2)
Density functional theory data (the ωB97M-V functional and the def2-TZVPD basis) for a gas-phase ion, CH2NO3P (charge -2).

Output
SMILES = [H]/N=C/P(=O)([O-])[O-]
gap between HOMO and LUMO (alpha / beta) = 0.229 / 0.229 Ha
E_HOMO (alpha / beta) = 1.167 / 1.166 eV
charge = -2

Geometry (Å):
C: -0.7154 -0.2499 0.0470
N: 0.0847 -0.8105 -0.7732
O: -3.2443 -1.0226 -0.8083
O: -3.2049 0.0556 1.3918
O: -1.9709 1.6891 -0.9307
P: -2.5188 -0.0028 0.0498
H: -0.2998 0.1494 0.8833
H: 1.1508 -0.7785 -0.4911


(3)
Density functional theory data (the ωB97M-V functional and the def2-TZVPD basis) for 4 unconnected molecules or ions with the total composition C5H14O3.

Output
SMILES = C=CC(=C)C.O.O.O
gap between HOMO and LUMO = 0.339 Ha
E_HOMO = -8.662 eV
charge = 0

Geometry (Å):
C: 2.2418 1.2303 -0.0089
C: 0.9692 0.9201 0.7906
C: 0.5486 1.8111 1.6297
C: -1.0130 -0.7240 0.5799
C: 0.2500 -0.3249 0.2390
H: 3.1818 0.6257 0.2453
H: 2.5051 2.3250 -0.1094
H: 2.0170 0.8868 -0.9095
H: 1.0276 2.6695 1.9130
H: -0.5319 2.0278 1.9741
H: -1.6434 -0.1465 1.1533
H: -1.4055 -1.6749 0.2132
H: 0.9770 -0.8379 -0.5689
H: -1.9154 0.7721 -3.7096
H: -2.4400 1.6422 -2.5881
O: -2.5664 0.7456 -3.0621
H: 1.3507 -0.3456 2.5735
H: 0.6735 -1.6207 3.0979
O: 1.2199 -1.1764 2.3649
H: -2.4056 -2.6777 -1.4574
H: -1.4276 -2.8271 -2.5776
O: -1.6133 -3.3006 -1.7829


| no. | F_max (Eh/bohr) |
| --- | --- |
| 1 | 0.141 |
| 2 | 0.104 |
| 3 | 0.167 |